A 13-piece molecular cluster, C39H52O39 overall at a distorted geometry, computed with the ωB97M-V functional and the def2-TZVPD basis.

ORCA input file:
```
! wB97M-V def2-TZVPD RIJCOSX def2/J DEFGRID3
* xyz 0 1
C -0.396 -3.823 0.670
C -0.231 -5.326 0.974
O -1.238 -5.488 1.975
C -1.901 -4.335 2.251
O -2.849 -4.298 2.969
O -1.421 -3.338 1.501
H -0.649 -3.747 -0.389
H 0.545 -3.277 0.711
H 0.750 -5.473 1.424
H -0.392 -5.903 0.070
C -0.879 0.326 -0.624
C -0.632 1.273 0.562
O 0.597 0.775 1.061
C 0.800 -0.492 0.692
O 1.654 -1.180 1.172
O -0.172 -0.820 -0.179
H -0.531 0.730 -1.573
H -1.943 0.100 -0.677
H -1.429 1.350 1.297
H -0.476 2.257 0.119
C 3.129 1.422 2.860
C 4.037 1.721 1.706
O 4.657 0.463 1.468
C 4.516 -0.355 2.510
O 5.026 -1.429 2.629
O 3.629 0.173 3.368
H 2.056 1.422 2.677
H 3.246 2.120 3.692
H 4.756 2.493 1.985
H 3.469 2.125 0.869
C 5.313 0.841 -2.432
C 4.546 1.266 -3.681
O 3.231 1.037 -3.210
C 3.192 1.176 -1.881
O 2.206 1.573 -1.332
O 4.433 1.109 -1.356
H 6.342 1.191 -2.359
H 5.447 -0.246 -2.495
H 4.804 0.548 -4.460
H 4.748 2.254 -4.095
C -2.539 -2.674 -3.304
C -1.803 -2.784 -1.961
O -1.052 -3.979 -2.097
C -0.984 -4.329 -3.421
O -0.272 -5.178 -3.837
O -1.774 -3.553 -4.156
H -2.632 -1.690 -3.742
H -3.483 -3.188 -3.119
H -2.540 -2.897 -1.168
H -1.107 -1.964 -1.782
C 5.005 -3.697 -0.432
C 3.858 -2.695 -0.323
O 2.808 -3.310 -1.073
C 3.141 -4.574 -1.389
O 2.411 -5.319 -1.979
O 4.376 -4.854 -1.003
H 5.385 -4.024 0.533
H 5.804 -3.336 -1.077
H 4.215 -1.752 -0.740
H 3.602 -2.487 0.713
C -0.527 3.082 5.089
C -0.769 2.133 3.894
O -0.017 1.031 4.344
C 0.152 1.003 5.709
O 0.576 0.074 6.279
O -0.112 2.268 6.158
H -1.387 3.712 5.314
H 0.265 3.807 4.879
H -0.298 2.533 3.000
H -1.835 1.938 3.778
C 1.093 -4.818 4.326
C 1.114 -3.430 3.699
O 2.011 -2.727 4.556
C 2.171 -3.425 5.695
O 2.806 -3.019 6.620
O 1.461 -4.573 5.679
H 1.813 -5.464 3.809
H 0.159 -5.363 4.198
H 0.148 -2.925 3.795
H 1.545 -3.412 2.701
C 1.159 -2.390 -3.783
C 1.782 -1.953 -5.112
O 0.720 -1.299 -5.754
C -0.156 -0.843 -4.826
O -1.089 -0.145 -5.000
O 0.210 -1.346 -3.592
H 1.991 -2.404 -3.080
H 0.724 -3.390 -3.758
H 2.105 -2.884 -5.574
H 2.557 -1.226 -4.871
C -4.341 5.981 -0.621
C -3.805 6.407 0.741
O -3.167 5.202 1.187
C -3.614 4.131 0.499
O -3.311 2.998 0.676
O -4.421 4.574 -0.484
H -3.700 6.355 -1.422
H -5.357 6.287 -0.866
H -4.612 6.686 1.418
H -3.010 7.145 0.700
C -4.807 -2.129 1.904
C -4.085 -0.775 1.764
O -5.036 0.097 1.198
C -6.154 -0.586 0.890
O -7.041 -0.078 0.267
O -6.076 -1.847 1.288
H -4.904 -2.456 2.937
H -4.360 -2.958 1.361
H -3.167 -0.825 1.175
H -3.792 -0.377 2.739
C -3.039 3.363 -3.403
C -4.334 2.830 -4.050
O -4.681 1.767 -3.188
C -3.529 1.218 -2.778
O -3.398 0.173 -2.228
O -2.546 2.128 -2.904
H -3.336 4.002 -2.571
H -2.419 3.888 -4.122
H -4.098 2.404 -5.029
H -5.125 3.575 -4.088
C 1.878 5.892 -0.843
C 1.311 4.791 0.076
O 0.039 4.575 -0.468
C -0.320 5.669 -1.173
O -1.287 5.704 -1.862
O 0.681 6.599 -1.143
H 2.373 5.569 -1.761
H 2.596 6.492 -0.285
H 1.252 5.143 1.110
H 1.960 3.915 0.077
*
```

Properties
**Lowest unoccupied orbital energy**: -0.37 eV
**HOMO-LUMO gap**: 9.847 eV
**Strongest force on any atom**: 2.70 eV Å⁻¹
**HOMO energy**: -10.213 eV
**Energy relative to the best compared isomer or geometry (same formula, charge and spin)**: 2.9070 eV

C55H34Cl4I2N5O2RbS as an isolated structure at a distorted geometry, computed with the ωB97M-V functional and the def2-TZVPD basis.

ORCA input file:
```
! wB97M-V def2-TZVPD RIJCOSX def2/J DEFGRID3
* xyz -2 1
Rb 0.107 -0.472 -0.021
Cl 3.742 3.624 -8.728
C 2.983 3.099 -7.235
C 2.863 1.747 -6.973
C 2.258 1.344 -5.791
C 1.771 2.271 -4.871
C 1.908 3.625 -5.170
C 2.512 4.048 -6.345
C 1.123 1.819 -3.605
C -0.061 1.079 -3.733
C -0.713 0.744 -4.992
C -1.824 0.037 -4.671
C -1.851 -0.037 -3.212
C -2.925 -0.578 -2.445
C -3.930 -1.414 -3.165
C -4.827 -0.866 -4.081
C -5.769 -1.649 -4.733
C -5.820 -3.003 -4.456
Cl -7.010 -4.005 -5.272
C -4.956 -3.583 -3.546
C -4.016 -2.783 -2.912
C -3.168 -0.348 -1.089
N -2.391 0.384 -0.258
C -3.015 0.448 0.933
C -2.469 1.001 2.104
C -3.240 0.848 3.367
C -3.653 -0.414 3.805
C -4.326 -0.584 5.006
C -4.585 0.527 5.789
Cl -5.430 0.327 7.316
C -4.187 1.792 5.395
C -3.521 1.941 4.186
C -1.144 1.508 2.268
C -0.450 1.534 3.563
C 0.852 1.771 3.293
C 0.950 1.936 1.844
N -0.288 1.792 1.282
C 2.129 2.149 1.129
C 2.259 2.245 -0.290
C 3.376 2.868 -0.980
C 3.065 2.844 -2.303
C 1.776 2.178 -2.404
N 1.329 1.850 -1.175
C 3.385 2.308 1.911
C 3.537 3.339 2.838
C 4.705 3.485 3.573
C 5.733 2.580 3.374
Cl 7.215 2.755 4.300
C 5.614 1.541 2.470
C 4.441 1.415 1.740
C -4.312 -0.242 0.852
C -4.394 -0.757 -0.388
N -0.773 0.561 -2.697
H 3.244 1.022 -7.681
H 2.160 0.289 -5.569
H 1.532 4.354 -4.463
H 2.611 5.101 -6.572
H -0.390 1.031 -5.982
H -2.550 -0.370 -5.358
H -4.787 0.199 -4.275
H -6.464 -1.215 -5.440
H -5.015 -4.643 -3.339
H -3.331 -3.221 -2.196
H -3.419 -1.270 3.184
H -4.633 -1.567 5.338
H -4.397 2.647 6.024
H -3.200 2.924 3.865
H -0.883 1.328 4.530
H 1.672 1.776 3.994
H 4.264 3.278 -0.524
H 3.664 3.227 -3.115
H 2.723 4.039 2.977
H 4.818 4.291 4.285
H 6.416 0.826 2.353
H 4.324 0.588 1.051
H -5.058 -0.311 1.629
H -5.210 -1.331 -0.802
I 4.340 -2.184 3.902
C 3.974 -3.162 2.107
C 4.832 -4.186 1.705
C 4.639 -4.868 0.532
I 5.977 -6.385 0.032
C 3.538 -4.534 -0.308
C 3.260 -5.167 -1.541
C 2.185 -4.774 -2.285
C 1.369 -3.740 -1.793
N 1.590 -3.136 -0.653
C 2.656 -3.503 0.096
C 2.847 -2.744 1.358
O 2.063 -1.837 1.696
H 5.669 -4.442 2.342
H 3.911 -5.959 -1.890
H 1.957 -5.239 -3.235
H 0.510 -3.401 -2.366
C -0.065 -2.089 3.902
S -0.502 -3.047 2.467
C -1.790 -4.039 3.216
O -1.236 -2.101 1.553
H 0.315 -2.755 4.680
H -0.948 -1.541 4.234
H 0.725 -1.409 3.588
H -1.354 -4.703 3.964
H -2.240 -4.627 2.419
H -2.542 -3.386 3.663
*
```

Properties
**Lowest unoccupied orbital energy**: 3.22 eV
**HOMO-LUMO gap**: 4.720 eV
**Strongest force on any atom**: 1.44 eV Å⁻¹
**HOMO energy**: -1.501 eV
**Energy relative to the best compared isomer or geometry (same formula, charge and spin)**: 0.3234 eV

An isolated molecule of C8H16BrF2N5O4S2 at a distorted geometry, computed with the ωB97M-V functional and the def2-TZVPD basis.

ORCA input file:
```
! wB97M-V def2-TZVPD RIJCOSX def2/J DEFGRID3
* xyz 0 1
C -3.289 1.140 -1.088
C -3.432 -0.424 -1.284
C -3.775 -0.633 -2.806
C -2.001 -1.025 -1.055
C -2.003 -2.462 -0.445
N -0.581 -2.891 -0.322
C 0.205 -2.297 0.568
N -0.080 -1.325 1.466
C 1.069 -1.020 2.128
Br 1.139 0.306 3.421
N 2.065 -1.816 1.676
C 3.423 -1.750 2.208
N 1.531 -2.596 0.724
H -2.235 1.462 -1.230
H -3.524 1.353 -0.027
H -3.907 1.711 -1.802
H -4.216 -0.845 -0.629
H -3.789 -1.716 -3.049
H -4.743 -0.140 -3.016
H -2.981 -0.138 -3.400
H -1.425 -0.313 -0.435
H -1.473 -1.104 -2.032
H -2.459 -3.135 -1.199
H -2.537 -2.538 0.517
H -0.181 -3.591 -0.932
H 3.931 -2.730 2.240
H 4.073 -1.036 1.664
H 3.346 -1.375 3.245
H 2.038 -3.285 0.184
N 3.181 2.948 0.362
S 3.580 4.288 -0.398
O 4.242 5.281 0.383
O 2.674 4.745 -1.401
F 4.778 3.711 -1.275
S 2.038 3.169 1.403
O 1.900 2.043 2.326
O 0.812 3.733 0.943
F 2.606 4.294 2.367
*
```

Properties
**Lowest unoccupied orbital energy**: -0.72 eV
**HOMO-LUMO gap**: 8.402 eV
**Strongest force on any atom**: 4.62 eV Å⁻¹
**HOMO energy**: -9.122 eV

A 2-piece molecular cluster, CH4N3O3 overall at a distorted geometry, computed with the ωB97M-V functional and the def2-TZVPD basis.

ORCA input file:
```
! wB97M-V def2-TZVPD RIJCOSX def2/J DEFGRID3
* xyz -1 1
C 1.794 -1.034 0.989
N -0.676 0.832 -1.433
N -0.242 -0.086 0.780
N -1.837 1.276 -1.458
O -2.657 1.228 -0.512
O -2.116 1.758 -2.631
O 0.448 -1.226 0.624
H 1.952 0.067 1.164
H 2.530 -1.100 0.127
H 1.966 -1.641 1.931
H -1.162 -0.075 0.418
*
```

Properties
**Lowest unoccupied orbital energy (alpha / beta)**: 3.69 / 3.70 eV
**HOMO-LUMO gap (alpha / beta)**: 7.801 / 7.819 eV
**Strongest force on any atom**: 3.18 eV Å⁻¹
**HOMO energy (alpha / beta)**: -4.109 / -4.121 eV
**Energy relative to the best compared isomer or geometry (same formula, charge and spin)**: 6.4510 eV

C8H10O2 as an isolated structure at a distorted geometry, computed with the ωB97M-V functional and the def2-TZVPD basis.

ORCA input file:
```
! wB97M-V def2-TZVPD RIJCOSX def2/J DEFGRID3
* xyz 0 1
C -2.123 0.330 -1.055
C -1.533 1.592 -1.172
C -0.308 1.473 -1.883
C 0.338 0.490 -2.291
C -0.198 -0.745 -2.023
C -1.355 -0.835 -1.267
C 0.920 -0.816 1.938
C 1.606 -0.758 3.205
H -3.166 0.143 -0.512
H -1.831 2.601 -0.744
H 0.336 2.454 -1.943
H 1.192 0.620 -2.991
H 0.323 -1.681 -2.275
H -1.784 -1.763 -0.988
H 0.848 0.222 0.299
H 1.119 -1.314 4.320
H 2.738 -1.166 3.047
H 1.632 0.462 3.399
O 0.049 -1.655 1.645
O 1.196 0.346 1.291
*
```

Properties
**Lowest unoccupied orbital energy**: 0.77 eV
**HOMO-LUMO gap**: 10.206 eV
**Strongest force on any atom**: 12.37 eV Å⁻¹
**HOMO energy**: -9.432 eV
**Energy relative to the best compared isomer or geometry (same formula, charge and spin)**: 3.4575 eV

An isolated molecule of C20H22ClN3O6S at a distorted geometry, computed with the ωB97M-V functional and the def2-TZVPD basis.

ORCA input file:
```
! wB97M-V def2-TZVPD RIJCOSX def2/J DEFGRID3
* xyz 0 1
O 0.638 0.852 1.559
C -0.543 0.662 1.344
N -0.941 -0.476 0.720
C -2.195 -0.950 0.389
N -3.273 -0.384 0.917
C -4.464 -0.863 0.605
C -4.638 -1.942 -0.247
C -3.514 -2.548 -0.802
C -2.271 -2.047 -0.481
H -1.365 -2.475 -0.881
H -3.621 -3.390 -1.468
Cl -6.217 -2.529 -0.609
H -5.306 -0.361 1.060
H -0.157 -1.036 0.350
C -1.594 1.703 1.712
H -1.934 1.539 2.737
H -2.447 1.667 1.030
O -0.965 2.978 1.652
C -1.239 3.745 0.593
O -2.121 3.524 -0.194
C -0.261 4.895 0.496
H 0.428 4.835 1.337
H -0.802 5.841 0.525
C 0.492 4.768 -0.843
C 1.037 3.374 -0.986
C 0.302 2.406 -1.665
C 0.729 1.091 -1.686
C 1.903 0.745 -1.043
C 2.674 1.699 -0.411
C 2.233 3.010 -0.378
H 2.816 3.757 0.141
H 3.594 1.408 0.070
S 2.340 -0.987 -1.033
O 2.840 -1.363 -2.323
O 1.171 -1.718 -0.572
N 3.601 -1.070 0.057
C 3.205 -1.117 1.455
H 2.341 -0.466 1.590
C 2.881 -2.551 1.882
H 2.722 -2.606 2.960
H 1.976 -2.887 1.357
O 3.955 -3.424 1.598
C 4.259 -3.425 0.220
C 4.650 -2.024 -0.256
H 4.793 -2.009 -1.335
H 5.563 -1.694 0.249
H 5.084 -4.127 0.091
H 3.388 -3.766 -0.360
H 4.044 -0.736 2.047
H 0.155 0.323 -2.181
H -0.623 2.679 -2.150
H -0.204 4.975 -1.656
H 1.298 5.503 -0.869
*
```

Properties
**SMILES**: O=C(COC(=O)CCc1ccc(S(=O)(=O)N2CCOCC2)cc1)Nc1ccc(Cl)cn1
**Lowest unoccupied orbital energy**: 0.61 eV
**HOMO-LUMO gap**: 9.349 eV
**Strongest force on any atom**: 1.18 eV Å⁻¹
**HOMO energy**: -8.744 eV
**Energy relative to the best compared isomer or geometry (same formula, charge and spin)**: 0.5128 eV

An isolated ion of composition C4H8NO2 and charge +1 at a distorted geometry, computed with the ωB97M-V functional and the def2-TZVPD basis.

ORCA input file:
```
! wB97M-V def2-TZVPD RIJCOSX def2/J DEFGRID3
* xyz 1 1
C 0.832 -1.560 -1.791
C -0.534 -0.873 -1.941
C -0.314 0.157 0.494
C -0.108 1.432 1.235
N 0.040 1.510 2.551
O 1.619 -1.319 -0.880
O -0.709 0.187 -0.933
H 1.164 -2.244 -2.510
H -0.625 -0.235 -2.946
H -1.198 -1.775 -1.851
H 0.601 -0.295 0.794
H -1.067 -0.388 1.045
H -0.126 0.744 3.184
H -0.043 2.312 0.580
H 0.468 2.347 2.968
*
```

Properties
**SMILES**: [NH2+]=CCOCC=O
**Lowest unoccupied orbital energy**: -5.28 eV
**HOMO-LUMO gap**: 8.249 eV
**Strongest force on any atom**: 3.31 eV Å⁻¹
**HOMO energy**: -13.534 eV
**Energy relative to the best compared isomer or geometry (same formula, charge and spin)**: 3.1586 eV

C34H47N5O6PtSSi as an isolated structure at a distorted geometry, computed with the ωB97M-V functional and the def2-TZVPD basis.

ORCA input file:
```
! wB97M-V def2-TZVPD RIJCOSX def2/J DEFGRID3
* xyz 0 3
Pt -0.940 -0.506 0.152
C 1.887 -3.798 -0.480
O 1.013 -2.733 -0.818
C 1.107 -2.206 -2.072
C 2.222 -2.301 -2.887
C 2.213 -1.739 -4.158
C 1.074 -1.115 -4.644
C -0.057 -1.039 -3.852
C -0.051 -1.557 -2.554
N -1.162 -1.520 -1.728
N -2.337 -1.673 -2.280
C -3.497 -1.745 -1.637
C -3.632 -1.657 -0.206
O -2.644 -1.447 0.619
C -4.911 -1.909 0.353
C -6.006 -2.175 -0.409
C -5.915 -2.254 -1.826
C -7.028 -2.575 -2.626
C -6.898 -2.735 -3.983
C -5.653 -2.538 -4.593
C -4.557 -2.196 -3.838
C -4.658 -2.057 -2.442
H 1.741 -4.643 -1.159
H 1.610 -4.104 0.527
H 2.930 -3.495 -0.506
H 3.115 -2.790 -2.532
H 3.102 -1.811 -4.770
H 1.066 -0.694 -5.641
H -0.963 -0.570 -4.212
H -4.982 -1.887 1.434
H -6.969 -2.333 0.062
H -7.990 -2.713 -2.147
H -7.752 -3.020 -4.584
H -5.558 -2.655 -5.665
H -3.597 -2.032 -4.307
C 7.897 -0.988 0.894
C 7.554 0.003 -0.208
S 5.768 0.030 -0.470
O 5.294 -1.332 -0.422
O 5.464 0.819 -1.630
C 5.112 0.849 1.014
C 4.010 1.842 0.670
N 2.824 1.330 -0.029
C 1.891 0.507 0.506
N 0.813 0.446 -0.274
C 1.067 1.197 -1.375
C 2.299 1.770 -1.243
N 2.860 2.717 -2.135
O 3.758 3.449 -1.756
O 2.357 2.775 -3.234
C 2.026 -0.199 1.801
H 8.974 -1.115 0.990
H 7.452 -1.952 0.658
H 7.505 -0.660 1.858
H 7.970 -0.287 -1.173
H 7.841 1.030 0.017
H 5.943 1.390 1.466
H 4.794 0.042 1.669
H 4.425 2.605 0.026
H 3.663 2.312 1.594
H 0.370 1.314 -2.185
H 2.383 0.469 2.586
H 2.714 -1.041 1.705
H 1.044 -0.589 2.064
C -3.583 1.393 1.092
Si -1.765 1.175 1.635
C -1.781 0.567 3.495
C -3.000 1.144 4.227
C -1.899 -0.962 3.521
C -0.526 0.974 4.274
C -1.016 2.964 1.435
C 0.484 3.077 1.729
C -1.736 3.944 2.371
C -1.260 3.401 -0.016
H -4.073 2.241 1.576
H -4.166 0.499 1.312
H -3.628 1.547 0.011
H -3.932 0.805 3.774
H -2.996 2.235 4.227
H -2.990 0.806 5.270
H -2.849 -1.280 3.093
H -1.845 -1.329 4.552
H -1.113 -1.445 2.935
H -0.486 2.054 4.424
H 0.389 0.659 3.769
H -0.540 0.507 5.265
H 0.723 2.746 2.741
H 0.806 4.120 1.636
H 1.070 2.489 1.024
H -1.524 3.718 3.418
H -2.817 3.930 2.225
H -1.382 4.962 2.174
H -0.961 2.623 -0.722
H -0.683 4.304 -0.245
H -2.313 3.620 -0.196
*
```

Properties
**Lowest unoccupied orbital energy (alpha / beta)**: -0.64 / -2.03 eV
**HOMO-LUMO gap (alpha / beta)**: 4.888 / 5.124 eV
**Strongest force on any atom**: 1.97 eV Å⁻¹
**HOMO energy (alpha / beta)**: -5.527 / -7.152 eV
**Energy relative to the best compared isomer or geometry (same formula, charge and spin)**: 0.0000 eV